(1)
Entry from the OMol25 dataset: a molecular structure, C4H7O in a non-equilibrium geometry (ωB97M-V/def2-TZVPD).

Computed properties:
* energy above the lowest of the compared OMol25 structures with the same formula, charge and spin: 64.1 kcal per mole
* frontier orbital gap: 9.1757 eV
* LUMO: -5.9 eV
* net charge: +1
* highest occupied orbital energy: -15.088 eV

Last column: Mulliken charge in e.
Atoms and positions in Å:
O 0.06 0.03 -0.65  -0.265
C -0.69 -1.04 -0.12  -0.102
C -1.65 -0.26 0.36  -0.388
C 1.92 -0.06 0.01  -0.267
C -0.78 0.93 -0.03  -0.187
H 1.73 -1.12 0.21  0.281
H -0.61 -2.04 -0.53  0.400
H -1.32 1.43 -0.88  0.266
H -2.69 -0.25 0.63  0.374
H 2.63 0.23 -0.65  0.302
H 1.73 0.63 0.92  0.283
H -0.34 1.52 0.74  0.302

=====

(2)
Entry from the OMol25 dataset: C3HN in the gas phase in a non-equilibrium geometry (ωB97M-V/def2-TZVPD).

Computed properties:
* energy above the lowest of the compared OMol25 structures with the same formula, charge and spin: 3.0 kcal per mole
* frontier orbital gap: 11.9378 eV
* LUMO: 0.6 eV
* net charge: 0
* highest occupied orbital energy: -11.344 eV

Last column: Mulliken charge in e.
Atoms and positions in Å:
N -2.44 0.01 -0.01  -0.414
C 1.28 -0.03 -0.03  0.284
C -1.26 -0.06 -0.01  -0.191
C 0.12 -0.03 0.03  -0.112
H 2.30 0.11 0.01  0.434

=====

(3)
Entry from the OMol25 dataset: C19H14N2O6 in the gas phase in a non-equilibrium geometry (ωB97M-V/def2-TZVPD).

Computed properties:
* energy above the lowest of the compared OMol25 structures with the same formula, charge and spin: 48.8 kcal per mole
* frontier orbital gap: 7.4109 eV
* LUMO: -1.5 eV
* net charge: 0
* highest occupied orbital energy: -8.906 eV

Last column: Mulliken charge in e.
Atoms and positions in Å:
O -3.00 -0.06 0.58  -0.579
O 0.63 3.18 5.73  -0.540
O -0.80 -1.34 -3.74  -0.541
O 0.70 4.92 4.34  -0.572
O -1.41 0.92 -0.80  -0.306
O 1.55 -1.39 1.54  -0.702
N 0.06 -1.29 -1.65  0.282
N 0.43 3.72 4.62  0.863
C -0.32 -0.72 -2.87  0.540
C -2.52 0.81 -0.21  0.868
C -0.18 1.61 3.57  -0.658
C 1.47 -2.64 -0.42  -0.326
C 1.70 -4.62 -2.29  -0.521
C 0.32 0.63 -3.21  -1.024
C 0.17 2.98 3.45  -0.006
C -0.21 1.39 1.11  0.178
C 0.01 2.77 1.00  -0.247
C -0.31 0.76 2.41  -0.351
C 0.30 -0.61 -0.42  -0.121
C 1.23 -1.51 0.37  1.259
C 0.86 -3.50 -2.54  -0.668
C 0.73 -2.54 -1.56  0.522
C -0.36 0.53 -0.05  -0.025
C 0.24 3.55 2.14  -0.423
C 2.39 -4.73 -1.11  -0.356
C 2.23 -3.76 -0.10  -0.947
C -3.61 1.73 -0.63  -1.276
H -3.73 2.29 0.23  0.368
H 1.89 -5.56 -2.84  0.326
H -0.24 1.13 4.57  0.349
H 0.74 1.18 -2.40  0.278
H -4.59 1.19 -0.87  0.287
H -0.50 1.19 -3.65  0.287
H -0.60 -0.22 2.55  0.686
H 1.17 0.41 -3.86  0.352
H 2.73 -3.78 0.74  0.702
H -3.31 2.45 -1.39  0.315
H 0.44 4.61 2.04  0.484
H 0.21 3.26 -0.02  0.324
H 3.10 -5.56 -0.91  0.329
H 0.37 -3.38 -3.46  0.588

=====

(4)
Entry from the OMol25 dataset: 2 unconnected molecules or ions with the total composition C3H10NOS in a non-equilibrium geometry (ωB97M-V/def2-TZVPD).

Computed properties:
* energy above the lowest of the compared OMol25 structures with the same formula, charge and spin: 46.9 kcal per mole
* frontier orbital gap: 5.7621 eV
* LUMO: 3.1 eV
* net charge: -1
* highest occupied orbital energy: -2.672 eV

Last column: Mulliken charge in e.
Atoms and positions in Å:
S 0.37 -3.91 -0.75  -0.276
O 0.31 1.49 -0.02  -0.800
N -1.23 3.41 -0.50  -0.727
C 0.42 -1.39 0.64  -0.788
C -0.70 2.25 0.38  -0.457
C 1.12 -2.27 -0.35  -0.529
H -0.54 2.81 1.35  0.240
H 0.80 -0.38 0.67  0.270
H -0.58 4.18 -0.47  0.238
H -0.74 -3.28 -1.23  0.094
H 0.69 -1.81 1.60  0.251
H -1.58 1.65 0.67  0.227
H -1.12 2.94 -1.40  0.289
H -0.66 -1.29 0.54  0.307
H 2.04 -2.58 0.17  0.276
H 1.41 -1.82 -1.28  0.385

=====

(5)
Entry from the OMol25 dataset: 2 unconnected molecules or ions with the total composition C5H11O2 in a non-equilibrium geometry (ωB97M-V/def2-TZVPD).

Computed properties:
* 2S+1: 2
* energy above the lowest of the compared OMol25 structures with the same formula, charge and spin: 2.2 kcal per mole
* frontier orbital gap (spin up / spin down): 9.4924 / 9.5883 eV
* <S²>: 0.754
* LUMO (spin up / spin down): 0.9 / -0.3 eV
* net charge: 0
* highest occupied orbital energy (spin up / spin down): -8.633 / -9.922 eV

Last column: Mulliken charge in e.
Atoms and positions in Å:
O 2.43 1.48 0.46  -0.647
O 1.17 -1.44 -1.55  -0.570
C 0.13 -0.19 0.15  -0.940
C -1.00 2.05 0.52  -1.167
C -0.87 0.76 -0.30  -0.012
C 0.37 -1.40 -0.60  0.576
C -0.43 -2.63 -0.16  -1.052
H -0.04 2.57 0.52  0.286
H -1.76 2.66 0.02  0.349
H -1.86 0.28 -0.36  0.314
H -1.30 1.83 1.55  0.316
H -1.07 -2.46 0.72  0.327
H 1.91 0.75 0.06  0.411
H -0.61 1.02 -1.34  0.268
H 3.31 1.35 0.07  0.311
H 0.36 -0.24 1.22  0.609
H 0.30 -3.43 0.04  0.326
H -1.05 -2.96 -1.00  0.295

=====

(6)
Entry from the OMol25 dataset: C19H19BrN4O3 in the gas phase (ωB97M-V/def2-TZVPD).

Computed properties:
* energy above the lowest of the compared OMol25 structures with the same formula, charge and spin: 2.0 kcal per mole
* frontier orbital gap: 8.8731 eV
* LUMO: 0.4 eV
* net charge: 0
* highest occupied orbital energy: -8.497 eV

Last column: Mulliken charge in e.
Atoms and positions in Å:
Br 2.39 -5.73 1.20  -0.196
O -0.12 0.02 -3.09  -0.671
O -5.54 1.85 -2.15  -0.502
O 0.02 1.76 2.23  -0.685
N -3.22 1.69 -2.28  -0.040
N -4.38 -0.20 -2.34  -0.693
N 1.15 1.86 0.28  0.068
N -0.32 2.00 -2.01  0.081
C 1.44 -0.08 1.70  -0.415
C 1.30 3.50 -1.33  -0.817
C 2.89 -3.49 4.64  -0.500
C 1.66 -2.12 3.08  0.527
C 2.93 -4.52 3.71  -0.428
C 0.46 3.09 -0.12  -0.599
C 1.15 2.14 -2.00  -0.604
C 1.71 1.21 -0.92  -0.944
C -0.85 2.67 -0.80  -0.829
C -2.29 0.65 -2.44  0.320
C -0.84 0.84 -2.54  0.170
C -3.04 -0.50 -2.47  0.879
C 2.25 -2.29 4.33  -0.429
C 0.80 1.24 1.44  0.276
C -2.58 -1.90 -2.59  -1.256
C -4.43 1.10 -2.26  0.179
C 1.05 -0.82 2.73  -0.530
C 1.71 -3.15 2.15  -0.473
C 2.34 -4.33 2.48  -0.018
H 2.23 -0.42 1.04  0.576
H 0.85 4.31 -1.91  0.405
H -6.28 1.24 -2.16  0.384
H 3.42 -5.46 3.95  0.406
H -3.06 2.68 -2.35  0.238
H 1.35 0.19 -1.05  0.575
H 0.35 3.78 0.70  0.603
H 2.22 -1.49 5.05  0.439
H 3.35 -3.62 5.60  0.371
H 1.24 -3.02 1.18  0.574
H -1.45 3.55 -1.05  0.347
H 2.33 3.74 -1.08  0.404
H -1.43 2.00 -0.17  0.521
H 2.80 1.21 -0.92  0.314
H 0.29 -0.41 3.39  0.469
H -3.01 -2.50 -1.78  0.340
H 1.57 1.99 -2.99  0.593
H -1.49 -1.96 -2.56  0.283
H -2.92 -2.33 -3.53  0.286

=====

What is the net charge in the first record?
+1